{
  "formula": "C47H57BaBrN7O7PS4",
  "method": "ωB97M-V with the def2-TZVPD basis set",
  "symbols": ["Ba", "C", "O", "C", "C", "C", "C", "C", "C", "N", "N", "C", "C", "O", "C", "C", "C", "C", "C", "C", "C", "C", "H", "H", "H", "H", "H", "H", "H", "H", "H", "H", "H", "H", "H", "S", "C", "C", "C", "C", "C", "C", "S", "H", "H", "H", "H", "O", "H", "H", "O", "H", "H", "O", "C", "Br", "C", "C", "C", "C", "C", "N", "H", "H", "H", "H", "C", "N", "C", "C", "N", "N", "C", "C", "H", "H", "H", "H", "H", "H", "H", "H", "H", "H", "H", "H", "H", "N", "C", "C", "C", "C", "C", "C", "C", "H", "H", "H", "H", "H", "C", "C", "C", "O", "P", "S", "S", "O", "C", "C", "C", "H", "H", "H", "H", "H", "H", "H", "H", "H", "H", "H", "H", "H", "H"],
  "xyz": [[10.4252, 15.1202, 17.7536], [9.2173, 20.0564, 15.8096], [9.9994, 20.5231, 14.6679], [11.3607, 20.7185, 14.9025], [11.9000, 21.6182, 15.8752], [13.2540, 21.7093, 16.0555], [14.1393, 21.0861, 15.2128], [13.5874, 20.3416, 14.1995], [12.2167, 20.0996, 14.0437], [11.7601, 19.1075, 13.0978], [10.9411, 18.3542, 13.7079], [10.2630, 17.3119, 12.9668], [9.5369, 16.4022, 13.8373], [9.4785, 16.5006, 15.0993], [8.7871, 15.2728, 13.1708], [8.6645, 15.1685, 11.8264], [9.4559, 16.0363, 10.9535], [9.4795, 15.8912, 9.6098], [10.1436, 16.7056, 8.7580], [10.8464, 17.7623, 9.3026], [10.8802, 18.0142, 10.6870], [10.1318, 17.1569, 11.5665], [9.7648, 19.4434, 16.5147], [8.3647, 19.4816, 15.3600], [8.8206, 20.9063, 16.2893], [11.2436, 22.0172, 16.6227], [13.5301, 22.3905, 16.8873], [15.1959, 21.2137, 15.4043], [14.2540, 19.8583, 13.5443], [8.3015, 14.5650, 13.8090], [8.0666, 14.4881, 11.2727], [8.9383, 15.0642, 9.0925], [10.1565, 16.5269, 7.7464], [11.5086, 18.4498, 8.6774], [11.4519, 18.8149, 11.1362], [13.0705, 13.4786, 18.5812], [12.5928, 11.8888, 19.0771], [13.5373, 10.8594, 19.1593], [13.2368, 9.5768, 19.5583], [12.0169, 9.2508, 20.0542], [11.0235, 10.2964, 19.9698], [11.2203, 11.5429, 19.5125], [9.8361, 12.6448, 19.3156], [14.5046, 11.1942, 18.8731], [14.0198, 8.8447, 19.5150], [11.6651, 8.2307, 20.2323], [10.0140, 9.9487, 20.1588], [9.5809, 17.4170, 19.3661], [9.5600, 18.3596, 19.3648], [9.9780, 17.0881, 20.1814], [11.3490, 15.2625, 20.6642], [12.1719, 14.7200, 20.5128], [10.6049, 14.6096, 20.7246], [6.5696, 14.7852, 19.6016], [7.2776, 14.7111, 18.7225], [15.3121, 15.2728, 15.3959], [14.1436, 16.3138, 16.5326], [14.2728, 16.1879, 17.9324], [13.4495, 16.9782, 18.7151], [12.5409, 17.7823, 18.1128], [12.3903, 17.7874, 16.7002], [13.2057, 17.0348, 15.9238], [14.9022, 15.4313, 18.4723], [13.5426, 16.9190, 19.7796], [12.0073, 18.4530, 18.8534], [11.7003, 18.3128, 16.1220], [12.9520, 11.2631, 14.6406], [11.6472, 11.8520, 14.5442], [10.7415, 11.6003, 15.6250], [11.7542, 13.2847, 14.2136], [11.4201, 14.1414, 15.0867], [12.3508, 13.6026, 13.0203], [12.9407, 14.8655, 12.7112], [12.0203, 12.8056, 11.8500], [13.5615, 11.7245, 15.4215], [13.3791, 11.3122, 13.6549], [12.8388, 10.1906, 14.8818], [10.7460, 10.5120, 15.8794], [9.7405, 11.8579, 15.2330], [10.9690, 12.2049, 16.5193], [11.2715, 15.0098, 14.6397], [12.6306, 15.3268, 11.7667], [13.9934, 14.7302, 12.7177], [12.7151, 15.6433, 13.4586], [11.7108, 11.8141, 12.1700], [12.9555, 12.6184, 11.2574], [11.2537, 13.4407, 11.2943], [5.9631, 11.5810, 15.1419], [6.2296, 10.9077, 16.0210], [6.5367, 10.2131, 17.2551], [7.6070, 9.3086, 17.1820], [8.0041, 8.7735, 18.3443], [7.2704, 8.9807, 19.5688], [6.1951, 9.8020, 19.5882], [5.7629, 10.4508, 18.4234], [8.0692, 9.2107, 16.2383], [8.8784, 8.1274, 18.4036], [7.6890, 8.4793, 20.4011], [5.6499, 9.9049, 20.5584], [4.8627, 11.0696, 18.2961], [9.8111, 23.9141, 23.4506], [8.8605, 22.8290, 22.8910], [7.4166, 23.2727, 22.9692], [9.2035, 22.5004, 21.5346], [10.4979, 21.5938, 21.1213], [10.9975, 20.4062, 22.5614], [10.0919, 20.7758, 19.3332], [11.6133, 22.7550, 20.9759], [12.5223, 22.8709, 19.8771], [13.8996, 22.9969, 20.4261], [12.1322, 24.0559, 19.0513], [9.5865, 24.1942, 24.4683], [9.7167, 24.8815, 22.8087], [10.8255, 23.6010, 23.3170], [8.9930, 21.8575, 23.4859], [7.2045, 24.0741, 22.2361], [7.2434, 23.5592, 24.0171], [6.7229, 22.4175, 22.7848], [12.5499, 21.9230, 19.3209], [14.0611, 23.8579, 21.1235], [14.4812, 23.0840, 19.5228], [14.2033, 22.0402, 20.8713], [12.3394, 24.9043, 19.6796], [11.0749, 24.0476, 18.8555], [12.7850, 24.3174, 18.1831]],
  "e_tot_ev": -197797.9781,
  "charge": -2,
  "e_lumo_ev": 3.5825,
  "multiplicity": 1,
  "gap_ha": 0.2258,
  "relative_energy_ev": 2.106
}